[1]
75
Properties=species:S:1:pos:R:3 method="wB97M-V/def2-TZVPD" lumo_energy_ev=0.0 e_tot_ev=-631628.9754 spin_multiplicity=1 gap_ev=9.8139 largest_force_ha_per_bohr=0.02331
Cl 8.2591 -1.6416 2.0078
Cl -3.9823 -1.4810 -4.2499
Cl 7.7925 0.7382 -0.3024
Cl 6.2742 -1.8530 4.0936
Cl -2.0450 1.9520 -7.0500
C -3.2139 -4.0909 4.0918
C 1.8116 4.8283 -3.9081
Cl 1.8788 2.5960 0.4805
Cl -4.6430 -3.3369 4.8095
H -0.2839 3.8843 -4.5529
Cl -4.7468 -5.2128 -4.7006
Cl -0.9884 2.3842 5.8969
Cl -3.4996 -4.3735 2.3736
Cl 3.1532 1.6692 3.8616
Cl 4.6896 4.0782 3.4470
Cl 0.7263 -0.0484 8.9614
O 2.8055 4.8791 -2.9037
C 8.9434 2.0060 -0.7278
Cl -6.4031 -3.5358 -6.3655
Cl -6.5224 -0.6415 -3.1760
Cl -12.2462 -7.7608 -5.1936
P 0.2504 4.0265 -3.2749
Cl -1.8297 -3.0157 4.2903
Cl -4.0921 0.0274 -1.7956
Cl 5.4823 -1.6592 1.3361
Cl 2.0562 -3.5130 9.8771
C 3.6770 3.7651 -2.9028
Cl 0.8239 0.6586 -1.3568
Cl 5.7662 1.9377 5.0552
H 0.9386 2.9476 -2.7241
Cl -0.2105 -3.2101 8.1247
Cl -10.5746 -5.4138 -5.2405
Cl -0.0394 -0.1498 4.9115
Cl -0.4023 4.3138 -6.9628
N -1.3829 0.9028 -3.4106
C -1.2937 1.0957 4.7326
Cl -2.8837 0.3986 5.0288
Cl -2.8930 -5.6274 4.8999
Cl -7.1804 -4.0801 -3.6445
Cl -7.3128 -6.1651 -5.6226
Cl 3.5134 0.3677 -0.3263
H 4.2906 3.8183 -2.0014
O -1.3374 3.2185 -2.6637
H -0.0741 5.0714 -2.4149
Cl -0.5923 -4.1506 10.8217
Cl 0.6894 -5.8448 8.8709
C -6.4064 -4.7503 -5.0851
C 2.1262 1.0190 8.8343
C -1.5431 3.3788 -7.9521
H 4.3359 3.7760 -3.7807
C 0.4860 -4.1813 9.4243
Cl -13.1104 -5.4087 -6.6204
Cl 3.4747 0.3436 9.7549
Cl 6.7351 -4.0791 2.3152
C -4.8221 -0.1950 -3.3837
Cl 1.2519 -0.0643 1.4048
C -1.4064 1.9981 -3.0453
C 6.6916 -2.3211 2.4439
Cl 8.2228 3.5849 -0.4040
H 1.6109 5.8466 -4.2623
C 1.8618 0.8783 0.0482
Cl 9.3557 1.8829 -2.4397
Cl -2.9551 4.3763 -8.3058
Cl -1.2244 1.7472 3.0964
H 3.1433 2.8048 -2.8907
Cl -10.9133 -6.9814 -7.6291
Cl 2.5814 1.1558 7.1363
H 2.1512 4.2593 -4.7896
C -11.7126 -6.3881 -6.1680
C 4.7792 2.3260 3.6435
Cl 10.4038 1.8126 0.2465
Cl -0.7488 2.9134 -9.4553
Cl -4.7297 1.3020 -4.3198
Cl 5.4956 1.5894 2.2094
Cl 1.7169 2.6142 9.4733

***

[2]
240
Properties=species:S:1:pos:R:3 method="wB97M-V/def2-TZVPD" de_lowest_kj_mol=0.0 lumo_energy_ev=0.0 e_tot_ev=-307321.9115 spin_multiplicity=1 gap_ev=9.4982 largest_force_ha_per_bohr=0.06396
H -2.7982 -0.9800 -8.4043
O -2.2541 3.8225 -6.1887
H 5.8890 -0.0280 -6.5937
O -1.1394 1.2411 5.9993
C 1.5574 0.6405 -0.9063
S -0.1984 0.3677 5.3239
H -3.0161 5.4839 2.0799
H -4.6716 4.9081 2.4470
H 4.6140 2.1199 1.6411
H -3.7618 -4.0742 5.1812
O -3.8989 2.5767 -4.7825
H -3.7970 3.1121 5.6984
H -3.7905 4.9954 -3.3818
H 5.3523 -1.6280 -4.6446
C -2.7596 4.7214 -3.6707
O -0.6902 -1.6026 0.9922
H 1.2193 -2.4525 5.7756
H -6.1280 -4.8822 5.0089
C -1.1493 -4.9661 1.6011
C 4.3648 4.2190 -3.4160
H -3.0012 -3.4896 -7.5964
H -2.7018 0.2796 -6.5194
H -0.9847 -3.1541 5.1032
S -3.2983 4.9724 4.4039
H -4.5023 -1.4881 -8.1366
H 0.8811 6.1872 4.5490
H -4.3520 -2.6584 6.1025
H 2.5818 0.4288 -1.2161
H 5.4691 6.7834 4.1812
C -4.5956 -3.3806 5.3303
H -6.3564 -3.7051 -3.3885
S 4.1645 -3.0322 0.7756
C -3.6909 2.4419 3.6852
H 3.1274 -1.7143 -4.2186
H -4.8124 -1.1559 0.9489
H -5.2393 -0.9967 -1.4675
H -6.9252 -0.2150 0.7190
H 3.5138 -0.3420 -3.1632
H -2.0972 3.1467 5.2519
H -0.5252 -1.3759 3.6318
O 6.2080 2.8253 -0.5348
H -6.3928 -3.4193 2.7250
O -4.0889 -5.6284 -3.9063
H 3.4450 1.1312 -7.2152
H -0.0030 -0.1963 7.4839
C -1.3382 2.4860 -4.1284
C 5.5530 -0.0247 4.2132
H 1.6604 -0.4643 6.7679
H -4.7741 2.4147 3.8692
C -4.7393 -0.1799 0.5391
C -3.6376 -2.8492 -5.6570
H -1.3303 -2.7646 -4.2523
O 4.0743 -4.2093 1.5695
O 4.7627 1.1351 -1.6236
O 4.1043 6.5555 1.6292
H 1.3607 3.5076 4.4611
C 0.5757 -0.5825 6.6517
H 4.4942 -1.0983 -6.7281
C -5.9339 -3.9104 -1.1048
H -6.8080 -1.8448 5.2636
H 6.3944 4.0450 -2.6994
H -5.5445 0.9493 -2.5631
H 2.6009 -2.4303 -0.6979
S -0.2086 -6.3692 0.9810
C 5.6136 3.3591 -3.0646
C 0.0027 -4.3022 -5.1034
H -3.6111 -0.5145 -1.4306
C 7.5325 5.4857 2.6628
C 3.5045 -0.7248 -4.1830
C -5.0992 1.1392 -1.5779
H 1.4291 1.6772 -1.0220
C 0.5919 -0.1073 -1.8958
H -2.2535 3.0979 2.2356
H 2.7466 3.0536 -1.2746
C -6.0860 0.4828 0.8614
H 7.2536 5.2332 4.9057
O -7.5391 1.7833 -1.0191
C 1.2371 0.2743 0.5802
H -0.6961 -3.4156 3.0130
C 5.8207 -2.6670 0.1280
H -0.3429 -3.9761 -6.0606
O -0.3608 -6.5217 -0.4704
H -3.0964 -3.5786 -5.0364
H 6.6146 4.4919 0.9607
O -0.4889 -7.4563 1.8663
O -3.6339 -3.1363 2.8690
S 4.9115 5.4979 2.1112
H -1.8347 -2.4386 -6.7316
O 4.3235 4.1463 2.0676
O -5.8232 3.0550 0.2162
H 6.6028 6.2806 0.8054
H 1.8595 -4.3455 3.1505
H -6.1934 0.9184 1.8178
C 3.6081 1.0633 3.2620
S 0.5304 4.9114 1.2757
C 3.7147 4.7237 -2.1582
C 3.3340 -3.2301 -0.8475
C 0.7810 4.1357 3.8287
S 2.5451 0.3382 -5.2825
C -3.6554 4.7552 2.6874
C 5.3969 5.7470 3.8659
H -4.3162 1.8755 -1.7192
H 4.9503 -3.9841 -2.1746
C 0.8732 3.5435 2.3980
H -1.3500 -6.1279 -2.6078
O 3.6877 -1.7500 1.3871
C -1.8864 4.2655 -2.5195
H 6.3862 -1.9552 0.7051
C -0.3624 -4.4579 2.7914
C -0.5891 -5.6159 -3.1353
C -6.9168 -2.7988 4.7370
H 5.1671 -0.9574 3.8419
O -1.2012 0.8475 1.3104
H -3.3741 1.4047 3.7217
H 4.6228 5.2333 4.4392
H 7.9209 6.4742 2.8722
C -0.3211 -3.1570 -4.1352
H -0.0391 6.7402 2.4904
S -3.7863 -1.1190 -4.9624
C 4.3877 0.9525 4.5142
C -0.7781 -0.0377 -1.1615
H 5.9516 2.6918 -3.8943
H -0.6912 -6.4921 -5.0592
H -2.2675 5.5568 -4.0984
O 1.4844 5.0117 0.1620
H 1.8275 -0.5590 0.9467
H 3.6577 3.5712 -3.9471
O -4.4461 5.5503 5.1076
S -6.2666 1.7996 -0.3968
O -0.8468 4.7997 0.9389
H 6.2793 -1.8397 -1.8125
O -2.6393 -0.7832 -4.1057
H 5.0723 -1.0901 -0.9017
C 4.3869 -3.0674 -1.9229
C 6.7507 5.0184 3.9345
C -5.6019 -3.8428 -2.5910
C -6.2629 -2.5752 3.4005
C -3.6260 -0.2701 -6.5898
H 3.6986 3.8625 -0.0913
C 0.3520 -2.0490 6.3447
H 2.9848 0.1994 3.1564
C -6.0504 -3.8979 5.4459
H 0.1874 2.7352 2.2256
S -4.5214 -2.4391 3.7714
C -3.1298 3.2740 4.8692
H -0.2545 4.1073 4.1689
H 0.3319 -2.2888 -4.0088
H 1.2208 -3.4700 1.7841
H -1.7369 -2.0101 6.2830
C 1.1255 -4.4182 2.3085
C 3.8997 0.9275 -6.2576
O 0.6833 0.9316 4.3674
H -6.2608 -4.1090 6.5042
H -1.9130 -5.3257 -4.9409
C -0.9141 -2.2048 5.5947
O 1.6706 -0.4352 -6.0891
C 0.8749 6.2358 2.3504
C -3.3009 3.2514 2.4228
O 0.7872 -3.7717 -1.8181
H 1.6220 6.9116 1.9337
H -4.4813 -6.5821 -0.8125
H 2.8237 -4.2110 -0.8712
H -1.2328 -4.0980 0.8791
H 3.9711 -2.5620 -2.7559
O -4.1804 -1.0776 4.0322
H 0.9137 -1.1529 -2.1337
H -3.8534 0.2213 0.9682
H 1.1219 -4.4950 -5.1577
O -5.0910 -0.9983 -4.3465
H -4.3934 0.4960 -6.6661
H -1.3286 0.9004 -1.3067
C 1.3919 -5.6789 1.3971
H 0.4805 0.4824 -2.7981
C -4.5749 -0.2528 -0.9809
C -0.7139 3.4273 -3.0881
C 6.5559 5.4785 1.4512
H 0.0144 4.0509 -3.6673
C 4.9217 -0.2390 -6.1943
H -6.2019 -2.8521 -0.7910
H -3.9485 -3.5714 -0.4935
H -3.8772 3.0461 1.4999
C -4.6638 -4.3641 -0.3895
H 6.5833 3.9569 3.8332
H 1.9046 -5.4277 0.4951
S -4.9719 -5.5203 -2.7525
H -2.3674 3.5274 -1.8581
H -1.4246 -0.8408 -1.4499
H -6.7056 -1.7384 2.8768
H -4.8332 -4.6307 0.6721
H 1.4817 1.0264 1.3092
H -0.5808 2.2151 -4.9049
H 1.9686 -6.4206 1.9907
H -1.9379 1.6679 -3.6866
H 4.6492 5.0374 -4.0626
H 4.3139 1.8565 -5.9196
C 5.3860 -2.0671 -1.2368
H -6.7574 -4.5722 -0.8713
C 3.6552 3.6023 -1.1557
H 3.6492 0.5753 5.2539
H 4.3635 0.3913 1.3163
H -3.1264 -5.6315 -1.3028
H 4.7575 1.9006 4.9034
H 0.3764 -2.6875 7.2175
H -7.9915 -2.9461 4.6330
C 1.3111 5.5853 3.7270
H -4.7179 -3.2159 -2.6176
H 4.1754 5.6704 -1.7131
O 6.8191 2.0749 3.0228
H 5.5272 0.0292 -4.0931
O 1.9532 1.4408 -4.5323
C -4.1732 -5.5940 -1.1462
O 7.0500 -0.1411 1.9495
H 2.9274 1.8788 3.3828
H -2.0126 -0.7950 4.3148
O -6.0484 -6.4882 -2.7561
H 8.2997 4.7624 2.5097
S -0.4827 -0.2132 0.6530
O -1.6627 -3.4415 -1.8390
H 1.9128 3.2980 2.1498
S 5.1059 2.5352 -1.4451
H 6.4707 -0.1272 4.8002
H -0.4153 -5.1564 3.6214
H 2.4036 5.6518 3.7223
C -0.8889 -5.4919 -4.6210
H 6.2993 -3.6257 -0.0236
O -2.0102 5.6290 4.5246
H -2.1288 -5.2976 1.9345
H 2.6930 5.0751 -2.3425
H -0.1189 2.8912 -2.3742
H -4.6834 -3.2368 -5.7303
C -0.9989 -1.0449 4.5607
C 4.8969 -0.6546 -4.7040
H -1.5326 5.0879 -1.9059
C -3.4937 -1.3305 -7.6791
S -2.7333 3.3948 -4.8737
H 0.3410 -6.0664 -2.9648
S -0.4651 -3.9477 -2.4927
C 4.5796 1.1285 2.0782
C -2.9507 -2.6051 -6.9708
S 6.2379 0.7840 2.7171

***

[3]
9
Properties=species:S:1:pos:R:3 method="wB97M-V/def2-TZVPD" de_lowest_kj_mol=416.1 lumo_energy_ev="-0.8 / -0.8" e_tot_ev=-15949.5707 spin_multiplicity=1 gap_ev="7.2201 / 7.2146" largest_force_ha_per_bohr=0.17749
C -2.0823 0.0418 -0.0938
S 1.0413 1.5663 -0.5730
N 0.6844 0.1135 -0.8223
H 2.0743 -0.8522 0.4135
H -2.4466 2.1358 0.9016
N -2.1760 1.1351 0.2188
C 1.0912 -0.9943 -0.0301
H 1.4141 -1.8376 -0.7096
H 0.3997 -1.3084 0.6948